Entry 1:
A cluster of 4 separate species, C52H81N5O13SSi in total at a distorted geometry, computed with ωB97M-V with the def2-TZVPD basis set.

charge	0
2S+1	1

```
153
Properties=species:S:1:pos:R:3:forces:R:3:mulliken_charge:R:1
H 2.123 6.403 1.172 -0.128 0.067 -0.259 0.3145
N 1.723 6.738 0.287 -0.616 -0.207 -0.743 -0.7490
C 0.921 5.869 -0.189 0.437 -0.686 1.167 0.0996
C 0.665 4.538 0.605 -0.946 -0.031 -0.438 -0.9811
C 1.474 3.316 0.099 0.937 -1.631 -0.875 1.1696
C 1.190 2.806 -1.242 1.545 -0.857 1.525 -1.2311
C 1.906 1.642 -1.705 0.229 -0.533 0.777 0.3782
C 2.921 0.936 -0.896 -1.412 1.689 0.265 0.2529
C 3.217 1.442 0.440 -0.634 0.705 -0.856 0.3669
C 4.274 0.756 1.348 -0.372 0.421 0.708 -0.9431
C 5.758 0.862 0.829 -0.364 -1.000 -0.298 -0.0993
O 6.697 1.240 1.854 0.518 -0.334 -0.629 -0.4650
Si 8.279 0.671 1.571 1.100 0.049 0.576 0.5232
C 9.608 1.943 2.144 -0.448 -0.104 -0.897 -1.0395
C 8.686 -0.936 2.549 -0.002 -0.226 -0.234 -0.9962
C 8.672 0.322 -0.264 -0.876 -0.847 -0.255 -0.9866
C 2.485 2.620 0.912 -0.847 0.292 -0.734 0.3970
C 2.695 3.215 2.345 1.034 -0.050 -2.050 -0.1469
C 3.576 4.363 2.400 -0.461 0.345 3.014 -0.7097
C 3.756 4.979 3.734 -2.284 -3.098 -1.212 -0.5230
C 2.988 4.293 4.773 0.452 0.488 -0.039 -0.4006
C 2.168 3.116 4.568 1.262 1.667 -0.855 -0.4317
N 2.025 2.577 3.327 0.857 1.464 0.877 -0.5691
C 3.549 -0.308 -1.547 -0.797 -0.386 -0.830 0.1359
O 4.695 -0.683 -1.419 -0.466 0.426 0.559 -0.5572
C 2.633 -1.146 -2.501 -0.497 0.380 -0.049 0.2178
C 2.850 -2.572 -2.538 -1.571 0.593 -1.541 -1.3077
C 2.012 -3.370 -3.422 0.170 2.782 0.307 -0.3370
C 1.018 -2.690 -4.263 1.454 -0.265 0.785 -0.1986
N 0.222 -3.558 -5.120 -0.193 0.877 1.506 0.1152
C -1.163 -3.652 -4.561 -0.779 -0.745 -0.238 -0.4526
C -1.247 -3.708 -2.991 -0.043 -0.430 -0.032 -0.9632
C 0.817 -1.227 -4.229 0.974 -0.075 0.316 0.4168
C -0.240 -0.539 -5.152 -0.604 -1.417 0.185 -1.1124
C -0.142 -1.016 -6.663 0.281 0.322 -0.390 -0.4722
C 0.139 0.152 -7.692 -0.287 -0.510 -1.157 -0.6307
C 1.507 -0.058 -8.487 -0.124 -0.364 0.332 -0.7094
S 2.484 1.503 -8.652 1.214 -0.343 0.513 -0.1872
C 4.125 1.089 -8.002 0.676 0.624 0.775 0.5632
N 5.048 1.899 -7.439 -2.396 -1.976 -1.394 -0.3852
N 6.075 1.070 -7.101 0.357 -2.277 -0.315 -0.3227
C 5.784 -0.184 -7.441 0.216 3.305 0.652 -0.0191
O 4.540 -0.215 -8.036 0.591 0.054 0.353 -0.2564
C 1.638 -0.437 -3.324 0.526 -2.408 0.398 0.4163
C 1.562 1.089 -3.133 0.493 0.349 1.040 -0.0331
O 1.296 1.904 -3.987 -0.230 -0.773 0.015 -0.5826
H 0.352 6.044 -1.139 0.704 -0.075 0.802 0.3553
H -0.434 4.296 0.490 1.052 0.084 0.091 0.3702
H 0.802 4.767 1.693 0.133 -0.369 -0.986 0.2973
H 0.411 3.294 -1.863 0.746 -0.511 0.356 0.4273
H 4.255 1.234 2.369 -0.058 -0.405 -1.054 0.3238
H 3.932 -0.305 1.510 0.610 0.885 -0.259 0.4745
H 6.048 -0.168 0.481 -0.420 1.214 -0.131 0.2412
H 5.793 1.604 -0.008 0.070 -0.721 0.535 0.2526
H 9.293 2.539 3.032 0.544 -0.397 -0.675 0.2933
H 9.790 2.590 1.237 -0.200 -0.266 1.124 0.2791
H 10.556 1.365 2.291 -0.785 0.579 0.217 0.2918
H 9.807 -0.998 2.622 -0.993 0.062 -0.062 0.2898
H 8.349 -1.860 2.002 0.177 0.818 0.650 0.2779
H 8.276 -0.928 3.588 0.259 -0.073 -0.832 0.3036
H 7.974 -0.506 -0.588 0.667 0.797 0.134 0.2622
H 9.704 -0.102 -0.416 -0.876 0.745 0.224 0.3543
H 8.452 1.190 -0.934 0.447 -0.651 0.485 0.3244
H 4.086 4.798 1.508 -0.626 -0.719 0.738 0.6026
H 4.381 5.876 3.913 -0.543 -0.806 -0.053 0.4435
H 3.037 4.709 5.811 -0.057 -0.484 -1.003 0.3751
H 1.626 2.661 5.432 0.551 0.365 -0.943 0.5010
H 3.630 -3.057 -1.912 -0.700 0.631 -0.516 0.4201
H 2.157 -4.477 -3.429 -0.369 1.078 -0.202 0.4209
H 0.628 -4.496 -5.141 -0.030 0.451 0.182 0.3213
H -1.586 -4.627 -4.940 0.341 1.038 0.228 0.3306
H -1.766 -2.832 -5.027 0.325 -0.684 0.633 0.1901
H -0.452 -4.435 -2.656 -0.761 0.836 -0.099 0.2327
H -1.097 -2.722 -2.486 0.067 -0.804 -0.504 0.2112
H -2.229 -4.120 -2.623 0.865 0.442 -0.630 0.4254
H -0.267 0.570 -5.053 0.413 -0.965 -0.088 0.5129
H -1.242 -0.906 -4.780 0.921 0.524 -0.242 0.4178
H -1.089 -1.537 -6.979 0.872 0.543 0.486 0.3052
H 0.664 -1.788 -6.796 -0.814 0.762 0.339 0.3182
H 0.046 1.181 -7.265 0.320 -0.925 -0.132 0.4947
H -0.660 0.077 -8.486 0.692 0.285 0.827 0.2858
H 2.133 -0.824 -7.969 -0.403 0.727 -0.420 0.3979
H 1.326 -0.425 -9.533 0.109 0.338 1.054 0.3794
H 6.488 -1.007 -7.221 -1.229 0.258 -0.568 0.3863
C -0.695 -11.043 -5.501 0.354 0.097 0.071 -0.8385
O 0.230 -10.321 -6.292 -0.473 -0.028 -0.074 -0.2502
C 0.370 -10.818 -7.613 0.182 0.273 0.041 -0.5162
C 0.396 -9.688 -8.634 0.046 -0.046 -0.114 -0.2747
O -0.844 -9.010 -8.822 0.090 0.033 0.163 -0.4637
C -1.340 -8.221 -7.744 -0.133 0.036 -0.079 -0.4399
C -0.521 -6.980 -7.417 0.045 -0.358 0.371 -0.0272
O 0.723 -7.330 -6.817 0.080 0.130 -0.468 -0.2327
C 1.821 -6.583 -7.308 -0.076 -0.187 0.288 -0.7060
H -0.213 -11.931 -5.077 -0.176 -0.100 0.006 0.2961
H -1.018 -10.396 -4.685 0.093 0.002 0.005 0.2334
H -1.578 -11.334 -6.075 -0.013 -0.062 -0.038 0.3976
H -0.440 -11.510 -7.869 -0.027 0.038 0.065 0.3382
H 1.319 -11.363 -7.661 -0.009 -0.079 -0.238 0.3883
H 0.630 -10.132 -9.606 -0.144 -0.036 0.022 0.4260
H 1.197 -8.979 -8.427 -0.006 -0.040 0.246 0.0557
H -1.508 -8.835 -6.860 0.220 0.072 0.130 0.1234
H -2.329 -7.883 -8.069 0.082 0.027 -0.117 0.4307
H -1.073 -6.371 -6.690 -0.209 0.055 -0.172 -0.0699
H -0.377 -6.390 -8.327 0.079 -0.014 -0.022 0.4174
H 1.760 -6.433 -8.390 -0.043 0.093 0.025 0.4128
H 2.731 -7.149 -7.101 -0.056 0.022 0.099 0.2413
H 1.881 -5.618 -6.794 0.104 0.145 -0.195 0.1025
C -2.503 5.098 4.371 -0.273 -0.255 0.057 -0.8960
O -2.638 4.095 5.360 0.296 0.376 0.001 -0.2122
C -1.495 3.266 5.499 -0.243 -0.080 0.228 -0.2890
C -1.159 3.026 6.964 0.062 -0.079 0.004 -0.4502
O -0.653 4.159 7.666 -0.134 -0.028 -0.082 -0.4766
C -1.543 5.248 7.897 0.100 0.106 0.074 -0.3070
C -2.691 4.957 8.853 -0.153 0.135 -0.450 -0.5864
O -3.642 4.080 8.263 0.286 -0.351 0.292 -0.1566
C -4.103 3.072 9.144 -0.122 0.158 -0.258 -0.9991
H -2.729 4.683 3.383 0.124 0.128 -0.095 0.2907
H -3.222 5.888 4.592 -0.050 -0.076 -0.002 0.2621
H -1.503 5.538 4.373 0.067 -0.018 -0.039 0.4050
H -0.621 3.701 5.000 -0.069 0.069 -0.021 0.1181
H -1.724 2.307 5.020 0.238 -0.119 0.034 0.3918
H -0.353 2.285 6.998 0.059 0.105 -0.029 0.5344
H -1.997 2.580 7.499 -0.161 0.098 -0.139 0.0541
H -1.901 5.662 6.955 -0.230 -0.119 0.001 0.0501
H -0.928 6.029 8.354 0.038 -0.120 0.075 0.4272
H -3.211 5.896 9.079 0.208 0.106 0.119 0.3673
H -2.292 4.547 9.785 -0.004 -0.080 -0.007 0.3863
H -3.293 2.668 9.759 -0.019 0.059 0.050 0.5153
H -4.501 2.255 8.539 -0.057 0.081 -0.008 0.2448
H -4.902 3.465 9.780 0.026 -0.125 0.171 0.3174
C -6.889 4.308 7.166 -0.271 0.174 -0.126 -0.7012
O -8.029 3.885 6.439 0.257 -0.291 0.209 -0.3503
C -7.721 3.167 5.256 -0.305 0.010 0.076 -0.3894
C -8.611 1.942 5.100 0.002 -0.031 -0.128 -0.3205
O -8.362 0.888 6.026 -0.068 0.143 0.061 -0.4798
C -8.674 1.120 7.397 0.046 -0.127 0.037 -0.1250
C -10.156 1.268 7.711 0.242 0.416 0.108 -0.5740
O -10.671 2.495 7.210 -0.084 -0.345 -0.364 -0.2803
C -11.937 2.371 6.592 0.148 0.241 0.144 -0.8274
H -6.503 5.240 6.743 0.231 -0.061 0.074 0.3447
H -7.194 4.490 8.198 -0.080 0.054 -0.049 0.3135
H -6.107 3.547 7.173 0.080 0.046 -0.089 0.2357
H -6.672 2.848 5.242 -0.007 0.029 0.075 0.2124
H -7.889 3.842 4.409 0.067 -0.152 -0.197 0.3955
H -8.406 1.513 4.114 0.120 -0.045 0.081 0.4244
H -9.667 2.213 5.095 0.030 0.194 0.157 0.0731
H -8.095 1.956 7.789 -0.193 0.185 -0.020 -0.0184
H -8.316 0.232 7.926 -0.075 -0.060 -0.113 0.4164
H -10.288 1.282 8.800 0.087 -0.250 0.033 0.3817
H -10.700 0.410 7.304 -0.028 0.017 -0.073 0.3481
H -12.006 1.462 5.985 -0.030 -0.039 0.064 0.3860
H -12.070 3.227 5.928 0.005 0.032 0.106 0.2348
H -12.729 2.382 7.347 -0.137 -0.116 -0.091 0.3044
```
Forces are in eV/Å.

=====

Entry 2:
A structure of composition C36H60BNO33Si2, computed with ωB97M-V with the def2-TZVPD basis set.

charge	0
2S+1	1

```
133
Properties=species:S:1:pos:R:3:forces:R:3:mulliken_charge:R:1
C 0.097 -4.603 1.791 -0.063 0.268 -0.099 -1.0373
C 0.305 -3.258 1.084 -0.045 -0.202 0.115 0.8124
O 1.715 -3.099 0.814 -0.508 -0.049 -0.685 -0.5187
B 2.140 -2.468 -0.345 0.063 -0.116 0.258 0.8967
O 2.739 -3.181 -1.359 -0.246 0.581 0.500 -0.8605
Si 1.993 -0.449 -0.696 0.505 -0.459 -0.054 0.6201
O 2.019 0.467 0.679 -0.275 -0.037 -0.054 -0.4935
Si 0.718 0.977 1.562 -0.268 0.418 0.346 0.6791
C -0.792 1.318 0.529 -0.388 0.185 -0.112 -1.2861
C -1.806 0.180 0.322 0.036 -0.241 -0.089 1.2240
C -3.067 0.658 -0.442 -0.369 0.032 0.267 -0.8107
C -3.424 -0.145 -1.700 -0.157 -0.052 0.110 -0.6188
N -2.266 -0.310 -2.593 -0.132 -0.253 -0.261 -0.4340
H 0.560 -4.603 2.790 -0.137 0.031 -0.350 0.3884
H -0.986 -4.771 1.880 0.439 -0.018 0.066 -0.0303
H 0.548 -5.419 1.202 -0.178 0.294 0.162 0.3429
H -0.281 -3.239 0.146 0.309 -0.030 0.336 -0.3231
H -0.069 -2.427 1.705 0.234 -0.187 -0.101 0.0501
H 2.258 -3.963 -1.672 0.065 -0.167 0.463 0.3705
H 3.168 -0.053 -1.513 0.000 0.081 -0.032 -0.3697
H 0.790 -0.142 -1.516 -0.015 -0.011 0.023 -0.1079
H 0.396 -0.021 2.621 0.067 -0.066 -0.084 -0.2643
H 1.076 2.243 2.237 0.214 -0.075 0.022 -0.3008
H -0.512 1.740 -0.457 -0.051 -0.099 0.411 0.5140
H -1.303 2.127 1.090 0.172 -0.233 -0.307 0.6001
H -1.319 -0.648 -0.229 -0.161 0.265 0.191 -0.9484
H -2.101 -0.233 1.304 0.112 0.173 -0.380 0.4390
H -3.929 0.605 0.247 0.291 0.133 -0.293 0.2481
H -2.957 1.722 -0.714 0.084 -0.404 0.037 0.3789
H -3.877 -1.115 -1.399 0.198 0.332 -0.131 0.1703
H -4.199 0.406 -2.262 0.265 -0.227 0.264 0.4610
H -1.718 -1.124 -2.328 -0.022 0.156 0.063 0.0468
H -2.584 -0.501 -3.541 0.073 0.121 0.205 0.2768
C -2.602 -4.696 -1.912 -0.505 -0.204 0.200 -0.3556
C -2.112 -6.129 -1.782 -0.196 0.050 0.357 0.5546
O -0.818 -6.063 -2.416 0.359 0.525 -0.093 -0.4098
C -0.393 -4.780 -2.359 -0.250 -0.260 0.143 0.3998
O 0.707 -4.388 -2.636 -0.209 -0.414 -0.124 -0.6564
O -1.371 -3.970 -1.929 0.237 0.241 -0.135 -0.1739
H -3.215 -4.366 -1.072 0.262 -0.067 -0.164 0.3640
H -3.123 -4.506 -2.851 0.017 -0.074 -0.061 0.1970
H -1.973 -6.427 -0.736 -0.027 0.125 -0.260 0.1271
H -2.745 -6.852 -2.285 0.125 0.015 -0.124 -0.1889
C 5.207 3.946 -0.893 0.011 -0.072 0.168 -0.3625
C 3.817 3.393 -0.622 0.396 -0.178 0.264 0.4985
O 2.995 4.310 -1.349 -0.165 0.026 -0.173 -0.2146
C 3.733 4.886 -2.315 -0.150 0.507 -0.301 0.6272
O 3.293 5.599 -3.174 0.216 -0.414 0.443 -0.6110
O 5.041 4.581 -2.168 -0.127 0.031 -0.100 -0.3783
H 5.984 3.190 -0.959 -0.033 -0.005 -0.096 0.3509
H 5.494 4.706 -0.164 -0.012 0.002 0.008 0.2144
H 3.693 2.386 -1.022 -0.095 0.020 -0.082 -0.1414
H 3.545 3.414 0.428 -0.130 0.058 -0.078 0.0045
C 1.237 7.637 -0.573 0.102 0.032 -0.232 -0.1503
C 2.444 8.311 -1.212 -0.113 -0.277 -0.049 -0.0990
O 2.764 9.327 -0.250 0.052 0.163 0.062 -0.3563
C 2.281 8.950 0.947 0.174 0.239 0.571 0.6729
O 2.549 9.475 1.995 -0.098 -0.326 -0.598 -0.6015
O 1.470 7.886 0.821 -0.060 -0.095 0.163 -0.2848
H 1.179 6.567 -0.753 0.088 -0.008 0.092 0.1578
H 0.298 8.114 -0.854 -0.008 0.009 -0.012 0.2582
H 3.297 7.638 -1.297 -0.017 -0.021 -0.033 0.0972
H 2.243 8.761 -2.179 -0.008 0.083 0.067 0.3324
C -3.473 -7.895 2.387 -0.068 -0.088 0.167 -0.4067
C -4.616 -7.142 3.053 -0.039 -0.206 -0.028 -0.3512
O -4.269 -5.778 2.794 0.166 0.139 -0.218 -0.3649
C -3.478 -5.743 1.702 -0.058 0.065 -0.204 0.5603
O -3.160 -4.758 1.105 -0.194 -0.172 0.313 -0.4142
O -3.082 -6.988 1.355 0.037 0.188 0.055 -0.2675
H -3.759 -8.843 1.939 -0.048 0.055 -0.026 0.3077
H -2.625 -8.039 3.058 -0.018 -0.029 0.015 0.2790
H -5.577 -7.347 2.580 0.007 -0.028 0.007 0.2768
H -4.689 -7.294 4.127 0.052 0.033 -0.017 0.2966
C -2.708 4.324 4.847 0.242 -0.025 0.099 -0.0707
C -1.406 3.909 4.184 0.057 0.248 0.058 -0.2311
O -1.774 2.661 3.591 -0.010 -0.250 -0.127 -0.1545
C -3.112 2.652 3.384 -0.261 -0.369 -0.202 0.5508
O -3.688 1.820 2.744 0.289 0.464 0.345 -0.5262
O -3.690 3.698 4.009 -0.037 -0.124 -0.186 -0.3891
H -2.877 5.397 4.871 -0.054 -0.026 -0.062 0.3255
H -2.783 3.904 5.847 -0.110 0.132 0.038 0.0660
H -1.080 4.590 3.397 -0.020 0.016 -0.011 0.1926
H -0.592 3.748 4.886 -0.044 -0.041 -0.006 0.2446
C 3.176 6.516 4.566 0.163 0.093 0.065 -0.3899
C 4.260 6.874 3.562 -0.012 0.180 0.104 -0.2405
O 4.081 5.861 2.560 -0.119 -0.149 -0.107 -0.2983
C 2.806 5.416 2.628 -0.402 0.011 -0.421 0.5892
O 2.276 4.724 1.807 0.359 0.284 0.461 -0.4387
O 2.198 5.885 3.737 -0.058 -0.216 -0.097 -0.3285
H 2.728 7.375 5.058 -0.014 0.008 -0.077 0.3204
H 3.518 5.794 5.310 0.004 0.013 0.021 0.2784
H 4.088 7.848 3.106 -0.010 0.003 0.020 0.1493
H 5.271 6.813 3.956 -0.021 -0.076 -0.009 0.3169
C -5.979 -9.338 -4.161 -0.009 0.047 -0.160 -0.3385
C -4.996 -8.255 -4.581 -0.032 -0.133 -0.132 -0.3084
O -4.972 -7.413 -3.425 0.041 0.049 0.171 -0.2756
C -5.348 -8.145 -2.348 -0.001 0.151 0.512 0.6996
O -5.260 -7.772 -1.215 0.004 -0.204 -0.579 -0.5171
O -5.826 -9.345 -2.738 0.032 0.103 0.167 -0.3336
H -5.752 -10.325 -4.552 0.045 0.017 0.048 0.2984
H -7.011 -9.074 -4.397 0.002 -0.002 -0.024 0.2591
H -3.991 -8.646 -4.747 -0.006 -0.022 -0.018 0.2554
H -5.312 -7.673 -5.442 -0.036 0.011 0.051 0.2982
C 2.538 -1.663 -4.346 -0.130 -0.233 0.141 0.1623
C 3.175 -3.036 -4.216 -0.148 -0.166 0.298 0.1747
O 4.395 -2.872 -4.944 0.351 0.263 -0.268 -0.4146
C 4.714 -1.561 -4.964 0.192 0.071 -0.073 0.5843
O 5.747 -1.102 -5.349 -0.394 -0.183 0.150 -0.5667
O 3.680 -0.817 -4.487 0.256 0.048 -0.084 -0.2296
H 1.959 -1.357 -3.475 0.104 -0.043 -0.059 -0.2923
H 1.927 -1.577 -5.246 -0.070 0.032 -0.030 0.2655
H 3.414 -3.283 -3.179 0.037 0.214 -0.514 0.0670
H 2.588 -3.837 -4.653 0.011 0.012 -0.157 0.3566
C 3.683 2.912 -5.575 0.062 -0.128 0.217 0.2094
C 2.543 1.932 -5.351 0.206 -0.059 -0.034 0.2687
O 1.416 2.671 -5.823 -0.153 0.118 -0.111 -0.3509
C 1.850 3.609 -6.699 -0.234 0.291 -0.241 0.6290
O 1.140 4.271 -7.395 0.332 -0.339 0.330 -0.5671
O 3.200 3.683 -6.676 -0.120 0.100 -0.123 -0.3601
H 4.625 2.440 -5.841 -0.041 -0.017 -0.074 0.3168
H 3.829 3.576 -4.722 0.003 0.028 -0.042 -0.2286
H 2.655 1.033 -5.957 -0.010 0.006 0.034 0.0284
H 2.395 1.657 -4.311 -0.063 0.030 0.016 0.0379
C 0.228 1.019 7.142 0.039 -0.177 0.041 -0.2230
C -1.015 0.188 7.421 0.105 -0.096 -0.139 -0.3045
O -1.859 1.126 8.095 -0.068 0.170 0.085 -0.3397
C -1.484 2.373 7.745 -0.252 0.442 -0.052 0.6771
O -2.101 3.373 7.971 0.351 -0.585 -0.020 -0.5730
O -0.313 2.340 7.063 -0.104 0.158 0.073 -0.2875
H 0.728 0.778 6.208 -0.069 0.022 -0.019 0.2340
H 0.941 0.987 7.967 0.012 -0.024 -0.008 0.2690
H -1.514 -0.129 6.505 0.018 -0.014 -0.010 0.2484
H -0.845 -0.669 8.066 0.003 0.054 0.035 0.3020
```
Forces are in eV/Å.

=====

The records above yield E values of -108009.266; -123799.645 eV, respectively.
The records above yield HOMO-LUMO gap values of 7.98; 9.07 eV, respectively.